19
Properties=species:S:1:pos:R:3:forces:R:3:mulliken_spin:R:1 method="wB97M-V/def2-TZVPD" gap_ev="6.60 / 6.87" lumo_energy_ev="-5.0169 / -7.3119" relative_energy_ev=2.3008 multiplicity=3 total_charge=+1
C -0.133492 -1.634905 -0.058711 0.834 0.870 0.311 0.2980
C 1.048588 -1.001187 -0.068177 1.858 -1.661 0.335 0.0132
C -0.974097 0.437486 -0.077043 3.814 4.344 0.446 0.4488
C 3.331557 1.029485 -0.030979 2.972 -1.919 0.997 0.3119
C -1.511621 1.682266 0.274215 -0.527 -0.814 -0.044 0.0040
C 2.059563 1.209291 -0.034972 -4.454 4.005 -1.046 -0.0286
C -2.564068 -1.219199 -0.174403 -0.184 -3.366 1.014 0.0020
N -1.213170 -0.798893 -0.091923 0.135 -3.177 -0.472 0.1959
N 1.078799 0.303022 -0.093859 -4.004 0.806 0.338 0.3751
O -2.710729 1.786465 0.464926 -1.147 -0.404 0.124 0.3316
H -0.219914 -2.670120 -0.001776 -0.532 -1.476 0.063 0.0056
H 1.943180 -1.573889 0.044608 0.570 -0.305 -0.300 0.0167
H 4.021517 1.833693 -0.131822 0.442 0.237 0.067 0.0102
H 3.598684 0.031797 0.261850 1.131 -0.316 -0.399 0.0135
H -0.880720 2.496855 0.422099 1.593 1.468 -0.072 -0.0094
H 1.698300 2.275183 -0.109787 0.078 -1.279 -0.071 0.0047
H -2.940070 -0.745292 -0.990383 -2.156 1.830 -1.630 -0.0066
H -2.680480 -2.293063 -0.420729 0.756 0.383 0.058 0.0028
H -2.951823 -1.148994 0.816857 -1.178 0.774 0.281 0.0106

18
Properties=species:S:1:pos:R:3:forces:R:3:mulliken_charge:R:1 method="wB97M-V/def2-TZVPD" gap_ev=7.88 lumo_energy_ev=-0.4295 relative_energy_ev=3.1004 total_charge=0 smiles="[H]/P=N/P.C=C(C)C"
C 0.370722 1.194926 0.576895 0.473 -0.427 3.820 -0.9350
C 2.154229 -0.523190 1.176312 -0.141 -3.371 0.698 -1.1804
C 1.115430 -0.410887 -1.143027 -1.250 2.451 1.325 -1.1785
C 1.178347 0.126223 0.320934 -2.750 2.116 -1.874 0.6527
N -2.353918 -0.042341 -0.150804 -0.413 -2.020 1.143 -0.1065
P -3.447070 -0.004566 -1.452885 0.560 1.519 1.128 -0.0646
P -1.604091 -1.111111 0.723676 -0.733 1.723 0.334 0.0761
H -0.438598 1.517478 -0.040016 0.110 0.106 -0.834 0.4155
H -3.604339 1.419819 -1.156601 -0.596 -0.666 -0.955 0.0481
H 0.206708 1.683500 1.667397 0.991 -1.234 -2.443 0.2259
H 2.947339 0.120112 1.469158 0.583 0.434 0.716 0.3297
H 2.583902 -1.364860 0.584894 0.234 0.716 0.182 0.3545
H 1.709923 -1.174759 2.010296 0.439 1.587 -0.567 0.2362
H 0.425442 0.360418 -1.687135 1.455 -1.826 0.438 0.2125
H 2.168184 -0.324994 -1.394831 -0.098 -0.447 -1.038 0.5408
H 0.692773 -1.418149 -1.122864 0.366 0.023 -0.440 0.3176
H -2.437032 0.257146 -2.358585 0.271 0.126 -1.124 0.0229
H -1.667946 -0.304767 1.977189 0.501 -0.809 -0.508 0.0324

18
Properties=species:S:1:pos:R:3:forces:R:3:mulliken_charge:R:1 method="wB97M-V/def2-TZVPD" gap_ev=10.52 lumo_energy_ev=0.7466 relative_energy_ev=0.2463 total_charge=0 smiles="CC(N)=O.CC(N)=O"
C 2.409296 0.289888 -1.698515 -0.091 0.034 -0.169 -1.0183
C 1.158492 1.102795 -1.905371 0.042 0.350 0.198 0.7221
O 0.619059 1.264834 -2.982230 -0.026 -0.173 -0.123 -0.6373
N 0.645104 1.640867 -0.765687 -0.044 0.145 0.130 -0.3696
H -0.197728 2.184550 -0.844672 0.055 0.080 -0.006 0.2171
H 1.092598 1.584438 0.138223 -0.169 -0.233 -0.192 0.1789
H 2.182517 -0.523281 -1.015758 0.104 -0.179 0.116 0.3037
H 3.199624 0.896956 -1.265511 0.061 0.061 0.093 0.3168
H 2.736592 -0.098402 -2.653658 0.047 -0.097 -0.096 0.3044
C -2.012874 -1.217216 2.411594 0.600 0.158 0.343 -1.1046
C -1.041230 -0.577490 1.429591 -0.883 -0.394 -0.041 0.6883
O -0.088403 0.076059 1.795550 0.343 0.243 0.159 -0.5901
N -1.288764 -0.815562 0.116629 0.277 0.202 -0.577 -0.3038
H -1.795553 -0.790606 3.387951 -0.043 0.015 0.013 0.2949
H -1.776702 -2.278904 2.471775 -0.176 -0.118 -0.071 0.2904
H -0.705513 -0.342832 -0.558451 0.046 0.000 0.132 0.1969
H -2.067739 -1.322362 -0.260147 -0.162 -0.066 0.401 0.1653
H -3.068775 -1.073732 2.198689 0.019 -0.027 -0.309 0.3448

105
Properties=species:S:1:pos:R:3:forces:R:3:mulliken_charge:R:1 method="wB97M-V/def2-TZVPD" gap_ev=7.45 lumo_energy_ev=-0.4278 relative_energy_ev=1.2172 total_charge=0
Sr -0.851908 0.380826 0.076209 1.511 0.852 -2.307 2.9028
C 2.646524 -1.755625 1.036815 -0.118 0.013 -0.040 -1.7534
P 1.556016 -1.295378 -0.353602 0.922 -0.865 -0.470 1.5154
C 2.843934 -0.792892 -1.556782 0.246 -0.012 0.073 -0.1043
N 4.016968 -1.367100 -1.505869 0.193 0.001 0.155 -0.2165
C 4.901263 -1.104241 -2.491784 -0.112 0.349 -0.627 0.0793
C 6.197520 -1.652948 -2.456825 0.240 -0.050 -0.145 -0.5771
C 7.043812 -1.462839 -3.515303 -0.022 -0.145 0.292 -0.5412
C 6.631221 -0.739145 -4.646744 -0.218 0.191 -0.223 -0.5565
C 5.389248 -0.167080 -4.698701 0.289 -0.041 -0.080 -0.6261
C 4.512817 -0.310329 -3.606685 0.263 -0.331 0.498 0.2067
N 3.332890 0.346728 -3.590228 -0.037 -0.093 -0.185 -0.1084
C 2.539906 0.162189 -2.569169 0.025 -0.048 -0.247 -0.5669
P 1.050360 1.228969 -2.426910 0.537 0.731 -0.257 1.8627
C 0.665514 1.338022 -4.225762 -0.100 -0.099 0.305 -1.8522
C 1.947926 2.866610 -2.094506 -0.045 -0.043 -0.138 1.7305
C 2.843372 2.632370 -0.877479 -0.136 -0.123 -0.127 -1.7563
C 2.762292 3.379788 -3.274444 0.036 -0.124 0.136 -1.7638
C 0.865235 3.888424 -1.742823 -0.032 -0.232 0.041 -1.6521
C 1.130314 -2.951018 -1.173755 0.104 -0.050 -0.002 1.8129
C 2.243519 -3.983977 -1.030517 -0.059 0.141 -0.091 -1.7711
C 0.838943 -2.676805 -2.652071 0.070 0.077 0.149 -1.6993
C -0.136051 -3.462923 -0.493488 0.125 0.164 0.071 -1.9850
H 3.531687 -2.289770 0.698312 -0.051 0.042 -0.010 0.5555
H 2.065082 -2.337537 1.750550 0.073 0.050 0.032 0.3015
H 2.937701 -0.823384 1.521427 0.029 -0.011 0.092 0.4417
H 6.495866 -2.221482 -1.590055 -0.012 -0.088 0.106 0.4841
H 8.041631 -1.877256 -3.498094 0.038 -0.060 0.055 0.3989
H 7.312924 -0.632549 -5.477909 0.025 0.041 -0.070 0.3964
H 5.064625 0.408299 -5.552934 -0.045 0.071 -0.043 0.4739
H 1.588181 1.375851 -4.802421 -0.105 0.069 -0.021 0.4998
H 0.045054 2.210771 -4.424597 -0.043 0.029 -0.043 0.3728
H 0.108645 0.437795 -4.489518 -0.053 0.021 -0.083 0.3900
H 3.721485 2.041964 -1.138506 0.052 -0.058 0.029 0.2662
H 2.277071 2.107758 -0.105129 0.099 0.021 0.201 0.0880
H 3.191827 3.581802 -0.473027 0.005 0.140 0.063 0.5913
H 3.478708 2.635161 -3.610642 0.040 0.032 -0.099 0.2348
H 3.315259 4.270836 -2.980148 0.036 0.178 0.063 0.5232
H 2.113405 3.644323 -4.104787 -0.023 0.065 -0.160 0.3297
H 0.339928 3.595295 -0.835992 -0.087 0.025 0.075 -0.0270
H 0.136812 3.980419 -2.548183 -0.093 0.080 -0.086 0.3213
H 1.314145 4.868777 -1.580900 0.051 0.104 -0.002 0.5628
H 3.186530 -3.605495 -1.421011 0.061 -0.044 0.011 0.2519
H 1.984222 -4.885081 -1.586695 -0.077 -0.118 -0.054 0.4905
H 2.383598 -4.257968 0.011877 0.042 -0.075 0.097 0.3329
H 1.760865 -2.508101 -3.209483 -0.002 0.040 -0.076 0.3409
H 0.196081 -1.798101 -2.758262 -0.069 0.006 -0.121 0.0902
H 0.328133 -3.528655 -3.103106 -0.042 -0.066 0.012 0.6079
H 0.032824 -3.616680 0.569698 -0.077 -0.060 0.128 0.3718
H -0.450825 -4.411537 -0.928230 -0.034 -0.076 -0.080 0.6570
H -0.946150 -2.744381 -0.618366 -0.242 0.000 0.016 0.1956
O -2.359775 -0.955356 1.061355 -1.545 -1.067 1.340 -0.9705
C -2.003130 -1.648287 2.245725 0.711 -0.735 0.392 3.1947
C -0.425363 -1.621904 2.276611 -0.461 -0.751 0.427 -0.6056
O 0.196819 -2.548781 2.772797 0.090 -0.379 0.262 -0.7514
O 0.041087 -0.559513 1.805453 0.984 -0.345 2.154 -1.1034
C -2.358370 -0.906559 3.521064 -0.318 0.482 0.158 0.4956
C -1.795303 -1.323571 4.725775 -0.081 -0.042 -0.029 -0.3909
C -2.055985 -0.647020 5.900908 0.061 -0.004 0.014 -0.8495
C -2.882458 0.464867 5.903008 -0.084 0.055 0.048 -0.8713
C -3.467814 0.872390 4.718381 -0.037 0.160 0.101 -0.6261
C -3.201289 0.201066 3.535254 -0.021 -0.279 -0.082 -0.3268
C -2.671148 -3.011800 2.252337 -0.057 -0.050 -0.309 -0.1647
C -3.864028 -3.159330 1.545880 0.014 0.155 0.076 -0.3302
C -4.570462 -4.345432 1.586752 -0.074 -0.079 -0.019 -0.9225
C -4.082748 -5.412983 2.317725 -0.082 -0.111 0.023 -0.5392
C -2.885699 -5.285641 2.998882 -0.062 -0.082 0.013 -0.9601
C -2.179857 -4.095888 2.969406 0.042 0.001 0.097 -0.3164
H -3.078540 -0.348768 1.266267 -0.314 0.223 -0.337 0.0156
H -1.135235 -2.174799 4.735324 0.092 -0.085 -0.003 0.2934
H -1.602076 -0.989300 6.818296 0.052 -0.022 0.106 0.4360
H -3.069970 1.003977 6.820523 -0.059 0.016 0.061 0.4315
H -4.133337 1.724171 4.707874 -0.036 0.068 -0.031 0.4221
H -3.685793 0.566899 2.639598 -0.017 0.110 -0.096 0.2506
H -4.258467 -2.340920 0.959868 0.035 0.030 0.004 0.3908
H -5.507220 -4.433091 1.054016 -0.026 -0.006 -0.056 0.4378
H -4.637818 -6.336920 2.357268 -0.050 -0.144 0.007 0.4113
H -2.500063 -6.118362 3.568112 0.064 -0.082 0.034 0.4354
H -1.236508 -4.019309 3.483773 -0.002 0.033 0.022 0.2925
Cl -6.398484 4.198059 -3.528704 -0.157 0.115 -0.179 -0.2413
C -5.345963 3.364512 -2.436698 0.201 -0.132 -0.143 0.1692
C -5.608217 3.438350 -1.060086 0.241 -0.123 -0.091 -0.7730
C -4.768872 2.813379 -0.184105 0.056 -0.051 -0.152 0.4395
Cl -5.093672 2.902024 1.506427 -0.037 0.017 0.345 -0.2210
C -3.612891 2.054837 -0.591283 -0.700 0.410 -0.516 -0.7074
O -2.850232 1.522148 0.250567 -0.683 0.191 0.470 0.4688
C -3.435573 1.954070 -2.014274 -0.226 0.286 0.641 0.7306
C -2.447433 1.096450 -2.571600 -0.068 -0.242 -0.768 -0.3331
O -1.689155 0.327292 -1.984587 -1.298 -0.159 -2.052 -0.4288
C -4.288670 2.636497 -2.904067 -0.071 0.008 0.155 -1.2209
H -6.469758 3.985124 -0.706577 -0.006 0.040 0.058 0.4815
H -2.407621 1.127251 -3.678265 0.042 -0.036 0.042 0.2218
H -4.096067 2.546245 -3.963212 -0.078 0.064 -0.136 0.4475
C -0.212415 3.051689 4.567940 -0.269 -0.045 0.326 -0.8015
N 0.200286 3.012350 3.186353 0.171 0.109 -0.041 0.2611
C 1.339385 3.815063 2.791064 0.076 0.020 -0.268 -0.9979
C -0.435681 2.280322 2.281284 -0.280 0.295 1.090 0.2511
O -0.120998 2.227571 1.102632 0.988 1.640 0.007 -0.3743
H 0.663975 3.080293 5.214597 0.003 -0.066 -0.021 0.4327
H -0.790841 2.161928 4.812351 -0.025 -0.004 -0.009 0.1270
H -0.825201 3.935256 4.772596 0.072 -0.022 0.008 0.3106
H 1.463329 4.632112 3.496998 0.006 0.019 0.014 0.4820
H 1.162404 4.217546 1.794268 0.090 0.002 0.021 0.2724
H 2.248950 3.209350 2.767760 0.000 0.066 0.010 0.2503
H -1.296987 1.737751 2.686941 -0.045 -0.096 0.003 -0.1495